1.
The following is a quantum chemistry calculation of the molecule C36H44O5, from the Open Molecules 2025 dataset.

Cartesian coordinates (Å):
C 5.41644 -2.56089 -1.43254
C 4.48415 -1.67141 -0.67151
C 3.44954 -2.21508 0.08832
C 2.64677 -1.41848 0.91031
C 1.80005 -2.14302 1.92502
C 2.73242 -0.01078 0.77970
C 1.82324 0.95836 1.51758
C 2.32838 1.24963 2.93679
C 0.36049 0.53769 1.59827
C -0.30247 0.34593 0.24438
C -0.52883 1.69456 -0.48724
C -0.02878 1.81249 -1.80551
C 0.86818 0.76124 -2.41314
C -0.40960 2.89685 -2.59780
C -1.32203 3.84841 -2.13360
C -1.92189 4.91820 -2.99642
C -1.67649 3.79595 -0.79223
C -1.22322 2.80189 0.07316
C -1.50185 3.11670 1.51755
C 3.81977 0.53650 0.07103
C 4.10252 2.01514 0.10695
C 4.67259 -0.29228 -0.64954
H 6.24340 -1.96938 -1.84190
H 5.83536 -3.33597 -0.77719
H 4.90666 -3.06943 -2.26242
H 3.30854 -3.30076 0.10383
H 1.92778 -1.76558 2.95003
H 0.72938 -2.11564 1.67666
H 2.06060 -3.21424 1.92334
H 1.82269 1.91274 0.96473
H 3.36947 1.58369 2.91328
H 1.73104 2.04216 3.41238
H 2.28289 0.35022 3.56578
H 0.23665 -0.35854 2.21502
H -0.16228 1.33556 2.12373
H 0.35585 -0.29318 -0.35956
H 1.26956 1.13750 -3.36672
H 1.71993 0.52983 -1.75351
H 0.32657 -0.17412 -2.64186
H -0.04090 2.96024 -3.61897
H -3.01945 4.83415 -2.98235
H -1.68535 5.92671 -2.62850
H -1.56972 4.82683 -4.02649
H -2.35069 4.56782 -0.40446
H -2.40402 3.74063 1.57848
H -1.70523 2.24782 2.14366
H -0.67807 3.70789 1.95395
H 4.98341 2.22311 -0.51406
H 3.27724 2.62424 -0.29683
H 4.32288 2.36401 1.12790
H 5.51328 0.15800 -1.18374
C -2.79161 -0.68932 4.70578
C -3.27009 0.12406 3.53810
O -2.20005 0.19049 2.55923
C -2.59437 0.19506 1.25714
C -1.55860 -0.45028 0.32385
C -1.56902 -1.92147 0.84118
C -0.86198 -3.06221 0.17412
C 0.12254 -2.99567 -0.82772
C 0.54799 -4.16483 -1.46340
C -0.04025 -5.39644 -1.15480
C -0.97720 -5.47743 -0.12703
C -1.30293 -4.33463 0.59643
O -2.31192 -2.21684 1.77507
C -2.09069 -0.59935 -1.07809
O -1.88137 -1.58137 -1.79339
O -2.78840 0.43425 -1.54321
C -3.36566 0.13643 -2.83115
C -3.85960 1.44254 -3.36610
O -3.66203 0.63636 0.90178
H -3.59542 -0.78413 5.43598
H -2.52684 -1.69467 4.37280
H -1.92865 -0.23697 5.19803
H -4.14676 -0.34049 3.07831
H -3.50080 1.15697 3.81380
H 0.55008 -2.03505 -1.11086
H 1.33716 -4.09193 -2.21269
H 0.24200 -6.29110 -1.70659
H -1.45347 -6.42087 0.14516
H -1.98767 -4.38713 1.44763
H -2.60306 -0.30289 -3.48991
H -4.17447 -0.58412 -2.66568
H -4.58327 1.22973 -4.15563
H -4.33538 2.06802 -2.60123
H -3.03505 1.99133 -3.82066

Its SMILES is CCOC(=O)C(C(=O)OCC)(C(=O)c1ccccc1)[C@H](C[C@@H](C)c1c(C)cc(C)cc1C)c1c(C)cc(C)cc1C. The calculation puts the HOMO-LUMO gap at 8.6 eV.

2.
The following is a quantum chemistry calculation of a structure of composition C36H45Br5F6IMnN6O4P, from the Open Molecules 2025 dataset.

Cartesian coordinates (Å):
Mn 1.90310 -0.03796 -1.08798
Br 8.66768 1.38340 -1.42944
C 6.97441 0.81192 -0.79221
C 6.83209 0.32278 0.49254
Br 8.31396 0.25340 1.67631
C 5.57347 -0.12269 0.93175
Br 5.30009 -0.80765 2.67957
C 4.45434 -0.09677 0.10090
O 3.27340 -0.52388 0.41557
C 4.60414 0.45849 -1.20846
O 3.51165 0.51765 -1.92554
C 5.85023 0.87187 -1.64022
Br 5.96035 1.53194 -3.40962
N 2.06090 2.14020 0.31614
C 1.55039 2.89441 1.02190
N 0.96077 3.77278 1.83490
C 1.67220 4.23865 3.01771
C 0.64134 4.58606 4.07172
O -0.24626 5.58409 3.58878
C -0.93929 5.12490 2.43303
C 0.01422 4.75152 1.31406
H 2.25158 5.13965 2.77440
H 2.35360 3.46588 3.36437
H 1.11724 4.99109 4.96444
H 0.07908 3.68174 4.33821
H -1.58966 5.93997 2.11715
H -1.55248 4.25605 2.69327
H 0.54840 5.64566 0.96725
H -0.52718 4.32100 0.47740
Br 0.36103 -5.22022 -4.93263
C -0.97672 -3.87056 -4.64642
C -2.24954 -4.09969 -5.16092
C -3.23963 -3.15215 -4.93600
C -2.95450 -1.99867 -4.21057
C -1.67269 -1.79265 -3.71066
C -0.69151 -2.74181 -3.93385
I 1.73096 -1.94194 -3.06231
H -2.46019 -5.00330 -5.72061
H -4.23573 -3.31692 -5.32986
H -3.73182 -1.26251 -4.03400
H -1.43450 -0.90056 -3.14130
N 0.52370 -0.71870 -0.07715
P -0.66628 -1.15353 0.73484
N -2.00171 -0.13204 0.67825
C -3.07178 -0.05212 1.65026
C -3.42783 1.42406 1.91619
C -3.05234 2.28478 0.70657
C -3.34814 1.50373 -0.57000
C -2.38356 0.31233 -0.66372
N -1.26419 -2.66975 0.35150
C -2.50459 -3.15313 0.94963
C -2.46078 -4.66621 1.12867
C -2.31292 -5.36880 -0.22406
C -1.35570 -4.59001 -1.14850
C -0.45083 -3.65136 -0.36197
N -0.46716 -1.26871 2.42405
C 0.31670 -2.45652 2.81256
C 0.71424 -2.34997 4.27602
C 1.71273 -1.20032 4.47177
C 1.49174 -0.11075 3.41461
C 0.01696 -0.01838 3.04738
H -2.74829 -0.53937 2.56735
H -3.96641 -0.58723 1.29300
H -2.91111 1.77794 2.81220
H -4.50316 1.50574 2.10862
H -1.98204 2.49999 0.72327
H -3.58754 3.23840 0.72956
H -3.22812 2.13347 -1.45241
H -4.39020 1.16461 -0.55034
H -1.46821 0.60485 -1.18669
H -2.85482 -0.51090 -1.22266
H -3.36847 -2.89652 0.31606
H -2.66117 -2.66757 1.91560
H -3.36230 -5.00403 1.64727
H -1.61102 -4.91653 1.76909
H -3.29551 -5.45167 -0.69755
H -1.95324 -6.38937 -0.06588
H -1.92532 -3.99054 -1.85986
H -0.73990 -5.27225 -1.73717
H 0.21728 -3.11386 -1.02908
H 0.18108 -4.23404 0.32710
H 1.22211 -2.55927 2.19705
H -0.29686 -3.34327 2.64793
H 1.14275 -3.29826 4.60904
H -0.19075 -2.17718 4.86784
H 2.73356 -1.57479 4.39001
H 1.60284 -0.78367 5.47900
H 2.06610 -0.31696 2.50890
H 1.84512 0.84854 3.79664
H -0.14743 0.80213 2.34715
H -0.58286 0.19194 3.94684
C -0.36360 1.34662 -4.20462
C 0.53759 2.06134 -3.17705
O 0.64411 1.35949 -2.03909
C -0.12530 3.43490 -2.85043
F -0.60629 4.09676 -3.92561
F 0.69678 4.29766 -2.22591
F -1.18513 3.26832 -2.03205
C 1.89442 2.36205 -3.87335
F 1.74300 3.24357 -4.90744
F 2.41099 1.25593 -4.40603
F 2.79543 2.90220 -3.06148
H -1.38642 1.33328 -3.82421
H -0.00655 0.32067 -4.27767
H -0.35229 1.81716 -5.18855

The expectation value of S² is 8.79. Its spin multiplicity is 6. As for the charge: -2. The calculation puts the HOMO-LUMO gap (alpha / beta) at 5.3 / 6.1 eV. For the energy relative to the best compared isomer or geometry (same formula, charge and spin), the calculation gives 0.524 eV.

Asked for DFT total energy across the records above, the calculation gives -48283.821; -470424.561 eV in order.